DFT (ωB97M-V/def2-TZVPD) results for a molecular structure, C5H4O2 at a distorted geometry.

Positions of all 11 atoms, in Å:
O  1.644  -1.598  -1.291
C  1.985  -0.851  -0.502
O  0.344  -0.618  1.095
C  -0.961  -0.740  0.737
C  -1.316  0.163  -0.202
C  -0.193  1.018  -0.397
C  0.860  0.568  0.310
H  -1.622  -1.409  1.290
H  -2.299  0.308  -0.616
H  -0.210  1.980  -0.882
H  1.769  1.179  0.460

Cartesian forces, eV/Å:
-0.27 0.35 0.27
2.01 -2.22 -1.66
0.71 2.37 -0.41
-0.02 0.32 -0.27
-0.27 0.16 0.23
-0.16 0.28 0.07
-2.04 0.29 1.65
0.74 -0.14 -0.23
-0.02 -0.13 0.00
0.10 -0.13 -0.37
-0.78 -1.15 0.72

- E_HOMO: -0.309 Ha
- E_LUMO: 0.542 eV
- ΔE to the lowest compared entry with this formula, charge and spin: 56.9 kcal per mole
- HOMO-LUMO gap: 8.943 eV